C2H7O2PS | ωB97M-V/def2-TZVPD

relative energy (zero: lowest compared OMol25 entry of this formula, charge and spin) = 57.5 kcal/mol
HOMO = -9.457 eV
largest force on an atom = 0.092 Eh/bohr
LUMO = -0.3 eV
2S+1 = 1

Last column: natural (NBO) charge in e.
Positions of all 13 atoms, in Å:
C1 1.162 1.684 -0.956  -0.27
C2 -0.650 -1.874 0.397  -0.27
O1 -0.135 1.348 -1.429  -0.81
O2 -0.457 -0.616 0.918  -0.74
P1 -1.398 0.909 -0.479  1.38
S1 -2.751 0.070 -1.599  -0.40
H1 1.057 2.394 -0.077  0.17
H2 1.608 2.382 -1.652  0.21
H3 1.571 0.677 -0.639  0.23
H4 0.110 -2.115 -0.427  0.15
H5 -1.557 -2.128 -0.197  0.17
H6 -0.751 -2.636 1.311  0.18
H7 -1.336 1.868 0.508  -0.02